27
Properties=species:S:1:pos:R:3:nbo_charge:R:1 method="wB97M-V/def2-TZVPD" charge=+1 orbital_gap_ev="8.22 / 7.51" s_squared=12.0130 multiplicity=7 molar_mass_da=403.19
Ni -3.023 -1.446 -0.062 1.558
Ni -1.074 -2.939 -1.787 1.562
Ni -0.394 -2.262 1.004 1.580
O -2.340 -2.153 1.563 -1.236
H -2.877 -1.862 2.304 0.498
O -0.112 -3.666 -0.356 -1.222
H -0.031 -4.619 -0.270 0.500
O 0.878 -1.192 1.735 -1.268
H 1.659 -1.303 2.277 0.485
O -1.143 -1.278 -0.642 -1.267
H -0.619 -0.454 -0.699 0.535
O -2.931 -2.890 -1.320 -1.253
H -3.613 -3.415 -1.745 0.506
C 0.401 3.108 1.621 -0.638
C 1.295 1.959 1.203 -0.100
O 1.812 2.052 -0.147 -0.436
C 1.036 1.629 -1.086 0.738
O -0.066 1.174 -0.982 -0.643
C 1.773 1.641 -2.440 0.898
F 2.649 0.631 -2.455 -0.305
F 0.906 1.453 -3.441 -0.307
F 2.423 2.783 -2.646 -0.292
H 0.919 4.069 1.647 0.225
H 0.058 2.901 2.634 0.231
H -0.452 3.214 0.950 0.213
H 0.742 1.021 1.247 0.226
H 2.125 1.846 1.893 0.208

=====

43
Properties=species:S:1:pos:R:3:nbo_charge:R:1 method="wB97M-V/def2-TZVPD" charge=+1 orbital_gap_ev=10.04 relative_energy_kj_mol=478.4 molar_mass_da=253.22
O -1.345 -0.913 2.255 -0.836
H -1.129 -0.920 1.288 0.545
O -2.224 3.125 -0.156 -0.937
H -2.848 3.720 -0.565 0.472
H -1.599 2.934 -0.832 0.465
O 2.744 -3.473 1.420 -0.948
H -0.962 0.161 2.219 0.576
H 3.623 -3.722 1.102 0.480
O -0.783 -1.172 -3.652 -0.983
H -0.977 -0.890 -4.535 0.483
H -1.450 -1.788 -3.267 0.496
O 1.048 0.294 -2.348 -0.988
H 1.096 -0.655 -2.105 0.507
H 0.917 0.386 -3.281 0.489
O -3.221 -2.271 -1.948 -0.980
H -3.939 -2.860 -2.189 0.496
H -3.480 -1.372 -2.213 0.490
O 1.988 3.165 -2.030 -0.954
H 1.788 2.215 -2.123 0.486
H 1.589 3.491 -2.824 0.464
O -0.450 -2.695 -0.469 -0.951
H -0.363 -3.577 -0.128 0.469
H -1.301 -2.888 -0.885 0.484
O 5.025 -0.935 -1.141 -0.926
H 4.977 -1.801 -0.651 0.461
H 5.284 -0.349 -0.400 0.467
O 0.336 3.516 0.858 -0.993
H 0.797 3.820 0.089 0.500
H 0.002 4.168 1.524 0.492
O 0.139 0.653 1.229 -0.975
H 2.129 -3.703 0.740 0.476
H 2.822 -1.352 1.292 0.534
O 2.411 -0.744 0.683 -1.039
H 2.757 -0.082 0.087 0.526
H 0.774 -0.045 1.041 0.517
O -3.780 0.083 1.854 -0.970
H -4.424 -0.091 2.520 0.517
H -3.820 -0.294 0.960 0.509
O -0.824 2.133 4.928 -0.949
H -0.071 1.568 4.702 0.473
H -0.809 2.937 4.363 0.479
H -2.353 -0.772 2.378 0.546
H -0.095 0.993 0.209 0.530

=====

The evaluated DFT total energy for the records listed, in turn: -149918.053 -29127.662 eV.